Entry 1:
Density functional theory data (ωB97M-V with the def2-TZVPD basis set) for C22H27N3O4 in the gas phase.

Spin multiplicity ... 1
Net charge ... 0
HOMO level ... -7.83 eV
HOMO-LUMO gap ... 8.5 eV
ΔE to the lowest compared entry with this formula, charge and spin ... 47.3 kcal/mol

Structure (XYZ):
```
56
Properties=species:S:1:pos:R:3:nbo_charge:R:1
C -0.860 -4.351 -0.494 -0.24
H -0.794 -5.266 -1.082 0.19
O -1.907 -3.611 -1.086 -0.50
C -2.431 -2.513 -0.473 0.25
C -3.665 -2.104 -0.975 -0.25
C -4.306 -0.975 -0.507 -0.18
C -3.737 -0.224 0.511 -0.07
C -2.523 -0.641 1.040 -0.25
C -1.847 -1.756 0.558 0.21
O -0.593 -2.114 1.003 -0.53
C -0.108 -1.543 2.195 -0.26
H -0.819 -1.667 3.017 0.18
H 0.806 -2.089 2.423 0.20
H 0.128 -0.480 2.072 0.18
H -2.080 -0.053 1.829 0.22
C -4.336 1.081 0.951 -0.43
H -3.901 1.385 1.904 0.22
H -5.416 0.993 1.072 0.22
C -4.044 2.176 -0.100 -0.21
N -2.666 2.147 -0.523 -0.62
C -1.699 2.931 0.018 0.67
O -1.946 3.901 0.710 -0.63
C -0.309 2.508 -0.311 -0.17
C 0.696 3.463 -0.428 -0.15
C 2.004 3.087 -0.670 -0.26
C 2.351 1.741 -0.756 0.15
N 3.620 1.311 -1.043 -0.59
H 4.336 2.023 -1.035 0.39
C 4.077 -0.006 -0.655 -0.13
C 2.960 -1.045 -0.713 0.68
O 3.187 -2.236 -0.762 -0.61
N 1.696 -0.570 -0.668 -0.62
C 1.340 0.777 -0.610 0.16
C 0.029 1.159 -0.413 -0.24
H -0.720 0.390 -0.310 0.22
H 0.953 -1.258 -0.617 0.42
H 4.844 -0.321 -1.376 0.22
C 4.729 -0.010 0.756 -0.21
C 5.582 -1.261 0.949 -0.62
H 6.403 -1.279 0.236 0.21
H 4.979 -2.153 0.798 0.23
H 5.997 -1.282 1.954 0.21
C 3.682 0.109 1.861 -0.62
H 3.060 -0.783 1.891 0.20
H 4.170 0.216 2.827 0.22
H 3.043 0.977 1.707 0.22
H 5.383 0.871 0.802 0.20
H 2.774 3.836 -0.782 0.21
H 0.435 4.504 -0.329 0.23
H -2.390 1.350 -1.074 0.40
H -4.680 2.029 -0.978 0.19
H -4.233 3.163 0.326 0.24
H -5.252 -0.680 -0.934 0.21
H -4.098 -2.701 -1.762 0.23
H -1.084 -4.605 0.544 0.18
H 0.095 -3.825 -0.541 0.19
```

=====

Entry 2:
Density functional theory data (ωB97M-V with the def2-TZVPD basis set) for a molecular structure, C30H44N5O3S2W.

Spin multiplicity ... 3
Net charge ... +3
HOMO level (spin up / spin down) ... -15.82 / -15.86 eV
HOMO-LUMO gap (spin up / spin down) ... 6.5 / 6.6 eV
Expectation value of S² ... 2.02
ΔE to the lowest compared entry with this formula, charge and spin ... 22.0 kcal/mol

Structure (XYZ):
```
85
Properties=species:S:1:pos:R:3:lowdin_spin:R:1
W -0.548 0.741 0.255 1.66
C -3.509 -1.741 2.656 0.00
N -3.490 -0.303 2.853 0.01
C -4.729 0.246 3.359 0.00
C -2.451 0.421 2.503 0.01
O -1.369 -0.082 2.083 0.04
C -2.486 1.953 2.607 0.01
O -1.433 2.468 1.789 0.02
C -0.434 3.269 2.423 0.00
C 0.912 2.552 2.288 0.01
O 0.980 1.648 1.403 0.03
N 1.947 2.872 3.028 0.01
C 1.988 3.909 4.036 0.00
C 3.204 2.168 2.855 0.00
H -3.594 -2.254 3.614 0.00
H -2.601 -2.067 2.153 0.00
H -4.376 -1.998 2.049 0.00
H -5.154 -0.447 4.084 0.00
H -5.447 0.367 2.546 0.00
H -4.582 1.201 3.853 0.00
H -2.370 2.257 3.655 0.00
H -3.432 2.355 2.219 0.00
H -0.695 3.461 3.467 0.00
H -0.385 4.222 1.874 0.00
H 1.054 4.453 4.126 0.00
H 2.776 4.623 3.787 0.00
H 2.239 3.461 5.000 0.00
H 3.079 1.330 2.173 0.00
H 3.546 1.807 3.824 0.00
H 3.956 2.847 2.455 0.00
C 5.782 -2.743 0.267 0.00
C 4.366 -2.249 0.578 0.00
C 4.388 -1.508 1.927 0.00
C 3.435 -3.468 0.656 0.00
C 3.848 -1.255 -0.447 0.00
C 4.693 -0.734 -1.441 0.00
C 4.290 0.241 -2.332 0.00
C 2.995 0.722 -2.231 0.00
S 2.195 1.969 -3.158 0.04
C 0.792 1.759 -2.195 0.04
N 0.881 0.813 -1.250 0.02
C 2.125 0.214 -1.252 0.01
C 2.541 -0.781 -0.372 0.01
C -0.433 2.505 -2.218 0.02
C -0.758 3.477 -3.164 0.00
C -1.967 4.135 -3.061 0.03
C -2.846 3.813 -2.032 -0.01
C -2.518 2.845 -1.092 0.03
C -1.302 2.163 -1.143 0.00
H 6.068 -3.501 0.990 0.00
H 6.508 -1.937 0.337 0.00
H 5.836 -3.194 -0.720 0.00
H 4.802 -2.153 2.695 0.00
H 3.387 -1.206 2.232 0.00
H 5.015 -0.621 1.854 0.00
H 3.813 -4.166 1.398 0.00
H 3.404 -3.981 -0.302 0.00
H 2.420 -3.197 0.942 0.00
H 5.704 -1.096 -1.521 0.00
H 4.972 0.625 -3.072 0.00
H 1.819 -1.144 0.366 0.01
H -0.065 3.705 -3.960 0.00
H -2.229 4.896 -3.778 0.00
H -3.791 4.328 -1.965 0.00
H -3.232 2.625 -0.304 0.00
C -1.198 -4.374 -3.887 0.00
C -0.639 -2.962 -4.017 0.00
N -0.693 -2.254 -2.740 0.00
C -1.752 -1.662 -2.221 0.01
S -1.660 -1.239 -0.508 0.00
N -2.871 -1.458 -2.877 0.00
C -4.080 -0.868 -2.329 0.00
C -4.978 -1.928 -1.700 0.00
H -1.145 -4.872 -4.850 0.00
H -2.236 -4.364 -3.564 0.00
H -0.619 -4.954 -3.174 0.00
H -1.182 -2.390 -4.770 0.00
H 0.409 -3.002 -4.314 0.00
H 0.081 -2.437 -2.110 0.00
H -2.955 -1.829 -3.817 0.00
H -4.599 -0.374 -3.149 0.00
H -3.794 -0.117 -1.587 0.00
H -5.254 -2.689 -2.425 0.00
H -5.892 -1.462 -1.346 0.00
H -4.476 -2.405 -0.862 0.00
```